# 1
Formula: C8H9IN3O
Source: the OMol25 dataset
Level of theory: ωB97M-V/def2-TZVPD

Geometry (Å):
1 C 0.878 -0.573 0.495
2 C -2.061 2.278 -0.751
3 C 2.148 -2.251 1.271
4 H -2.460 2.547 -1.647
5 H -1.848 2.372 2.396
6 C -1.092 0.274 -0.789
7 H 0.189 0.617 -2.159
8 N -0.451 -0.253 -1.987
9 C 2.279 -2.066 -0.060
10 O 1.535 -1.085 -0.539
11 H 2.853 -2.509 -0.863
12 H 0.222 -1.008 -1.734
13 H -1.005 -0.236 -2.910
14 I -2.547 -1.133 -0.067
15 C -1.487 2.040 1.491
16 C 0.037 0.655 0.249
17 H 2.679 -3.012 1.738
18 C 1.240 -1.205 1.642
19 H 0.634 1.506 -0.197
20 N -0.586 1.109 1.498
21 H 0.788 -0.802 2.508
22 N -1.946 2.736 0.415

Forces on atoms 1 to 2 (eV/Å):
-0.23 1.40 2.29
3.12 -2.92 5.03

**LUMO energy**: -4.263 eV
**Gap between HOMO and LUMO**: 8.02 eV
**HOMO level**: -0.4514 hartree
**Charge**: +1
**ΔE to the lowest compared entry with this formula, charge and spin**: 54.9 kcal/mol
**Maximum force**: 6.6 eV Å⁻¹

Atomic partial charges in e from the natural (NBO) method, atoms 1 to 4: 0.20 0.34 -0.28 0.21

# 2
Formula: C3H3Cl2N2OP
Source: the OMol25 dataset
Level of theory: ωB97M-V/def2-TZVPD

Geometry (Å):
1 C 0.340 0.632 0.667
2 Cl 4.722 1.670 -0.489
3 Cl 4.731 -1.592 -0.600
4 N -0.966 -0.993 -0.029
5 O 4.729 -0.030 1.844
6 P 4.169 0.012 0.520
7 C -0.896 0.083 0.770
8 H 0.647 1.533 1.229
9 C 0.249 -1.153 -0.575
10 H 0.504 -2.015 -1.149
11 H -1.701 0.588 1.242
12 N 1.044 -0.155 -0.187

Forces on atoms 1 to 2 (eV/Å):
4.05 0.06 -1.09
0.13 0.22 -0.40

**LUMO energy (spin up / spin down)**: -2.049 / -3.203 eV
**Gap between HOMO and LUMO (spin up / spin down)**: 8.29 / 5.86 eV
**HOMO level (spin up / spin down)**: -0.3799 / -0.3329 hartree
**ΔE to the lowest compared entry with this formula, charge and spin**: 56.9 kcal/mol
**Maximum force**: 4.3 eV Å⁻¹

Atomic partial charges in e from the natural (NBO) method, atoms 1 to 4: 0.08 -0.26 -0.27 -0.50